[1]
77
Properties=species:S:1:pos:R:3 method="wB97M-V/def2-TZVPD" orbital_gap_ev=5.8 total_charge=+1 lumo_energy_ev=-6.01
C -1.073 8.698 2.408
C -1.868 7.229 2.310
O -2.420 7.168 0.950
C -3.302 6.011 0.745
C -2.631 4.562 1.223
C -1.415 4.015 0.274
C -0.716 4.677 -1.024
F -1.197 5.987 -1.503
C 0.924 4.943 -0.804
C 1.526 5.614 -2.173
C -0.871 2.529 0.819
C 0.277 1.581 0.216
Cl 0.603 1.604 -1.600
C 1.720 1.674 1.063
C 1.710 2.885 2.191
Cl 3.206 1.767 -0.089
C -1.691 2.113 2.169
C -1.227 0.675 2.894
C -2.141 -0.590 2.296
O -3.395 -0.316 1.845
F -1.575 -1.987 2.320
N -2.783 2.761 2.908
N -3.227 3.963 2.451
P -4.530 4.659 3.495
O -3.915 5.559 4.681
H -0.017 8.538 2.929
H -1.676 9.450 3.094
H -0.874 9.125 1.319
H -2.696 7.272 3.136
H -1.019 6.424 2.527
H -3.491 5.867 -0.427
H -4.352 6.241 1.182
H -0.919 3.938 -1.941
H 0.969 5.790 0.034
H 1.496 4.011 -0.405
H 2.694 5.616 -2.248
H 1.190 6.760 -2.184
H 0.981 5.126 -3.098
H -0.063 0.450 0.412
H 1.889 0.670 1.684
H 0.988 2.631 3.107
H 2.777 3.058 2.680
H 1.358 3.920 1.772
H -0.076 0.483 2.828
H -1.484 0.698 4.060
H -5.560 5.344 2.758
H -5.208 3.556 4.191
O -2.210 -4.342 -3.204
S -0.865 -4.647 -2.770
O -0.403 -6.009 -2.598
O -0.545 -3.809 -1.409
C -1.403 -3.985 -0.288
C -1.181 -5.329 0.380
C 0.280 -3.812 -3.838
H -2.450 -3.855 -0.581
H -1.167 -3.188 0.427
H -1.465 -6.152 -0.283
H -1.778 -5.415 1.291
H -0.124 -5.465 0.630
H -0.031 -2.772 -3.953
H 0.263 -4.319 -4.805
H 1.280 -3.876 -3.405
O 4.409 -8.280 -0.215
S 4.622 -8.627 -1.603
O 5.405 -7.794 -2.493
O 3.180 -8.929 -2.300
C 2.185 -7.914 -2.265
C 2.510 -6.779 -3.218
C 5.274 -10.276 -1.684
H 2.046 -7.547 -1.242
H 1.239 -8.377 -2.571
H 3.416 -6.251 -2.909
H 1.695 -6.051 -3.250
H 2.687 -7.163 -4.228
H 4.676 -10.928 -1.045
H 6.306 -10.242 -1.325
H 5.254 -10.615 -2.721

---

[2]
12
Properties=species:S:1:pos:R:3 method="wB97M-V/def2-TZVPD" orbital_gap_ev=7.7 e_above_lowest_kj_mol=546.7 total_charge=0 lumo_energy_ev=0.64
C -0.943 -0.016 0.364
C 0.149 -0.236 -0.451
C 1.526 0.269 -0.142
O -2.148 -0.485 0.037
H -2.808 -0.201 0.680
H -0.875 0.726 1.152
H -0.529 1.095 -1.135
H 0.029 -0.974 -1.233
H -0.022 -1.362 0.938
H 2.177 -0.570 0.106
H 1.520 0.964 0.698
H 1.925 0.790 -1.014

---

[3]
54
Properties=species:S:1:pos:R:3 method="wB97M-V/def2-TZVPD" orbital_gap_ev=9.1 e_above_lowest_kj_mol=344.8 total_charge=0 lumo_energy_ev=0.27
C -0.785 0.303 0.337
C -0.973 -0.522 -1.015
O -1.393 0.119 -2.022
N -0.678 -1.952 -1.228
C -1.884 -2.799 -1.176
C -2.996 -2.790 -0.036
O -2.045 -3.615 -2.129
C 0.446 -2.465 -0.391
C 0.160 -3.353 0.912
O 1.329 -4.263 0.886
C 1.412 -4.766 -0.466
O 1.465 -5.961 -0.802
C 1.357 -3.417 -1.321
H -0.683 -0.329 1.278
H 0.212 0.894 0.221
H -1.627 1.073 0.374
H -2.542 -2.644 1.009
H -3.464 -3.845 -0.027
H -3.871 -2.075 -0.240
H 1.141 -1.632 -0.016
H 0.277 -2.889 1.948
H -0.720 -4.076 0.939
H 0.957 -3.512 -2.395
H 2.387 -2.899 -1.254
C 3.447 -0.241 3.229
S 4.164 -0.332 1.575
O 3.064 -0.700 0.631
C 5.140 -1.820 1.879
H 2.760 0.606 3.262
H 2.900 -1.160 3.449
H 4.241 -0.091 3.962
H 4.486 -2.639 2.185
H 5.878 -1.618 2.658
H 5.654 -2.091 0.956
C 1.987 3.643 -1.525
S 1.991 3.481 0.272
O 0.568 3.398 0.719
C 2.567 5.160 0.605
H 1.620 2.710 -1.955
H 1.330 4.462 -1.824
H 3.003 3.828 -1.877
H 1.874 5.884 0.172
H 3.564 5.294 0.182
H 2.610 5.303 1.686
C -5.581 1.673 -2.343
S -4.105 1.941 -1.339
O -4.116 0.920 -0.246
C -4.652 3.506 -0.623
H -5.478 0.718 -2.860
H -6.467 1.646 -1.706
H -5.671 2.474 -3.079
H -5.596 3.364 -0.094
H -4.773 4.246 -1.416
H -3.891 3.850 0.078

---

[4]
138
Properties=species:S:1:pos:R:3 method="wB97M-V/def2-TZVPD" orbital_gap_ev=3.8 total_charge=-1 lumo_energy_ev=0.47
C 9.622 -4.935 2.209
C 8.675 -3.753 2.915
C 9.644 -2.510 3.339
C 9.456 -1.125 2.500
C 9.194 -1.278 0.894
C 8.382 0.035 0.338
C 6.764 0.014 0.554
C 6.137 -1.378 1.138
C 4.505 -1.263 1.521
C 3.841 -2.607 0.865
P 1.999 -2.929 1.161
C 2.488 -4.027 2.686
S 2.943 -2.990 4.227
C 4.777 -3.426 4.466
C 5.596 -2.308 5.360
C 0.201 -3.454 1.518
C -1.060 -3.163 0.627
C -1.102 -3.809 -0.909
C -1.820 -1.688 0.742
C 1.614 -1.828 -0.391
C 1.952 -2.361 -1.855
N 2.548 -3.692 -2.105
N 0.793 -2.218 -2.875
N 2.973 -1.369 -2.480
N 1.998 -1.553 2.287
C 0.984 -0.766 2.423
C 0.117 -0.850 3.859
C 0.528 0.613 1.589
H 9.287 -6.022 2.566
H 10.754 -4.836 2.498
H 9.564 -4.927 1.040
H 8.156 -4.291 3.843
H 7.834 -3.508 2.141
H 10.795 -2.823 3.361
H 9.389 -2.263 4.479
H 8.605 -0.483 2.992
H 10.483 -0.524 2.613
H 10.268 -1.243 0.375
H 8.706 -2.284 0.552
H 8.597 0.096 -0.834
H 8.855 0.989 0.853
H 6.251 0.193 -0.506
H 6.456 0.952 1.209
H 6.354 -2.277 0.418
H 6.738 -1.627 2.140
H 4.112 -0.247 1.096
H 4.523 -1.197 2.684
H 4.513 -3.504 1.284
H 4.179 -2.565 -0.282
H 2.112 -4.129 0.389
H 1.564 -4.648 3.124
H 3.287 -4.846 2.435
H 4.889 -4.533 4.879
H 5.221 -3.440 3.358
H 4.934 -1.336 5.453
H 6.575 -2.018 4.789
H 5.801 -2.817 6.415
H -0.094 -3.311 2.668
H 0.243 -4.658 1.453
H -1.915 -3.839 1.146
H -0.070 -4.339 -1.194
H -1.420 -2.980 -1.673
H -1.907 -4.684 -1.011
H -1.687 -1.168 1.780
H -2.999 -1.842 0.624
H -1.525 -0.936 -0.102
H 2.355 -0.903 -0.186
H 0.589 -1.305 -0.403
H 2.027 -4.511 -1.745
H 3.579 -3.762 -2.000
H 1.144 -1.831 -3.776
H 0.551 -3.233 -3.093
H 2.435 -0.470 -2.667
H 3.279 -1.724 -3.424
H -0.958 -0.370 3.712
H 0.105 -1.921 4.322
H 0.687 -0.091 4.584
H 1.056 0.720 0.552
H -0.631 0.774 1.580
H 0.975 1.491 2.267
O -5.372 -0.926 0.006
P -6.545 0.082 -0.078
N -7.721 -1.071 0.275
C -8.813 -1.548 -0.543
C -7.674 -1.743 1.563
N -6.339 0.289 -1.771
C -6.717 -0.751 -2.718
C -5.008 0.790 -2.135
N -7.893 1.240 -0.175
C -8.487 1.669 1.086
C -8.236 2.107 -1.287
H -9.261 -0.756 -1.148
H -9.634 -1.947 0.065
H -8.480 -2.355 -1.203
H -8.483 -1.385 2.209
H -6.734 -1.550 2.090
H -7.764 -2.829 1.455
H -6.281 -1.723 -2.461
H -6.402 -0.495 -3.738
H -7.801 -0.842 -2.783
H -4.255 -0.002 -2.126
H -4.685 1.571 -1.428
H -5.019 1.250 -3.128
H -9.524 1.320 1.148
H -8.475 2.759 1.195
H -7.943 1.260 1.940
H -8.589 1.526 -2.144
H -7.387 2.726 -1.589
H -9.057 2.792 -1.039
O -3.460 3.916 -1.972
P -2.805 5.187 -2.567
N -3.703 6.245 -1.613
C -4.671 7.241 -2.010
C -3.551 6.181 -0.169
N -3.534 4.931 -4.102
C -4.958 5.152 -4.315
C -3.165 3.648 -4.711
N -2.052 6.647 -3.251
C -1.075 7.339 -2.418
C -1.980 7.034 -4.648
H -4.396 7.746 -2.940
H -4.764 8.040 -1.264
H -5.663 6.795 -2.129
H -2.994 7.051 0.194
H -2.995 5.292 0.145
H -4.522 6.147 0.338
H -5.573 4.625 -3.577
H -5.267 4.822 -5.315
H -5.193 6.215 -4.294
H -3.730 2.814 -4.287
H -2.094 3.442 -4.555
H -3.326 3.665 -5.793
H -1.449 8.333 -2.151
H -0.110 7.450 -2.924
H -0.885 6.791 -1.492
H -2.970 7.284 -5.038
H -1.534 6.244 -5.259
H -1.370 7.934 -4.797

---

[5]
140
Properties=species:S:1:pos:R:3 method="wB97M-V/def2-TZVPD" orbital_gap_ev=9.4 e_above_lowest_kj_mol=83.9 total_charge=0 lumo_energy_ev=-0.36
C 5.834 6.849 22.856
C 6.351 7.559 21.613
C 5.418 8.724 21.199
C 4.111 8.343 20.661
N 3.079 8.028 20.263
H 6.616 6.203 23.261
H 4.996 6.175 22.668
H 5.535 7.528 23.656
H 6.522 6.966 20.716
H 7.295 8.047 21.859
H 5.903 9.334 20.440
H 5.275 9.350 22.080
C 3.288 15.261 26.045
C 3.957 14.711 24.769
C 3.763 15.552 23.512
C 2.398 15.466 22.975
N 1.332 15.411 22.558
H 2.681 16.147 25.858
H 4.039 15.544 26.784
H 2.650 14.521 26.526
H 3.734 13.650 24.633
H 5.036 14.607 24.936
H 4.377 15.029 22.767
H 4.120 16.572 23.615
C 2.428 12.156 21.338
C 1.323 11.258 21.920
C 0.552 10.638 20.747
C -0.196 9.440 21.134
N -0.788 8.493 21.401
H 1.949 12.949 20.760
H 3.017 11.554 20.644
H 3.056 12.564 22.129
H 0.676 11.794 22.615
H 1.772 10.464 22.520
H 1.301 10.298 20.026
H -0.185 11.280 20.263
C -0.994 4.417 21.796
C 0.303 4.797 22.569
C 1.220 5.679 21.702
C 1.429 5.338 20.310
N 1.569 5.047 19.206
H -1.018 3.452 21.298
H -1.281 5.250 21.157
H -1.758 4.354 22.577
H 0.819 3.893 22.891
H -0.046 5.390 23.409
H 2.146 5.913 22.230
H 0.700 6.645 21.639
C 4.794 9.366 17.243
C 4.219 10.686 17.720
C 5.224 11.830 17.544
C 5.442 12.389 16.213
N 5.645 12.828 15.174
H 5.853 9.353 17.518
H 4.743 9.275 16.157
H 4.303 8.473 17.624
H 4.013 10.717 18.795
H 3.273 10.964 17.249
H 6.182 11.524 17.971
H 4.912 12.706 18.124
C -3.259 5.888 21.451
C -3.703 6.391 20.078
C -3.869 7.914 19.965
C -4.640 8.460 21.100
N -5.204 8.878 22.005
H -3.982 6.059 22.249
H -2.331 6.361 21.776
H -3.114 4.807 21.416
H -4.675 5.965 19.815
H -3.000 5.992 19.349
H -4.407 8.193 19.059
H -2.902 8.421 19.972
C 4.746 10.515 24.763
C 6.261 10.585 24.984
C 6.641 10.070 26.372
C 8.067 9.960 26.623
N 9.192 9.849 26.809
H 4.501 10.608 23.702
H 4.195 11.346 25.206
H 4.365 9.573 25.164
H 6.548 11.626 24.827
H 6.776 9.961 24.253
H 6.199 9.077 26.489
H 6.235 10.722 27.151
Cl -1.009 13.010 24.343
C -0.306 13.478 25.923
C -1.032 12.910 27.113
Cl -2.728 13.491 27.184
H -0.369 14.564 25.950
H 0.735 13.160 25.936
H -0.571 13.220 28.050
H -0.982 11.821 27.103
Cl 5.918 15.262 19.066
C 4.274 15.780 18.568
C 3.392 15.949 19.787
Cl 1.771 16.417 19.165
H 3.879 14.954 17.982
H 4.374 16.658 17.942
H 3.602 16.755 20.484
H 3.238 15.018 20.326
Cl 5.903 11.974 20.861
C 7.567 12.562 20.572
C 8.592 11.429 20.665
Cl 8.686 10.728 22.276
H 7.801 13.368 21.258
H 7.631 12.892 19.536
H 9.552 11.913 20.474
H 8.470 10.628 19.942
Cl 0.485 8.261 24.431
C 1.058 8.098 26.108
C 0.044 7.396 26.993
Cl -0.345 5.770 26.441
H 1.297 9.058 26.570
H 1.999 7.552 26.076
H -0.901 7.933 27.063
H 0.480 7.340 27.991
Cl -2.614 12.876 20.205
C -1.496 14.231 19.855
C -2.117 15.372 19.099
Cl -2.103 15.240 17.305
H -0.590 13.814 19.424
H -1.176 14.670 20.803
H -1.573 16.298 19.288
H -3.135 15.599 19.407
Cl -3.331 10.254 26.323
C -3.474 10.260 24.577
C -2.676 9.120 23.988
Cl -3.140 7.479 24.534
H -3.021 11.174 24.192
H -4.505 10.281 24.229
H -1.627 9.269 24.241
H -2.739 9.073 22.905
Cl -1.156 7.557 17.611
C 0.372 6.663 17.847
C 1.609 7.532 17.683
Cl 1.746 8.235 16.045
H 0.373 5.909 17.061
H 0.354 6.130 18.793
H 2.504 6.960 17.909
H 1.557 8.366 18.380